(1)
C4H9FN2O | ωB97M-V with the def2-TZVPD basis set

Cartesian coordinates (Å):
C1 0.340111 0.560121 2.259465
C2 -1.069312 0.081503 -0.637232
C3 -0.793286 0.856813 -1.947157
C4 1.059519 -1.133051 -0.443630
H1 1.400579 0.665204 2.156385
H2 0.088695 0.280596 3.229905
H3 -0.121670 1.500949 2.030720
H4 -1.680656 0.714855 -0.045403
H5 -1.634772 -0.824405 -0.891481
H6 -1.698957 1.188991 -2.372735
H7 -0.118963 1.696474 -1.775949
H8 1.194855 -1.025257 -1.559550
H9 1.478317 -1.945499 1.211549
N1 0.176278 -0.171309 0.086601
N2 1.747679 -1.990936 0.183762
O1 -0.146280 -0.473481 1.424049
F1 -0.222139 0.018429 -2.909298

Forces on the atoms, in the same order (eV/Å):
C 0.12 0.05 -1.27
C 0.97 0.00 -1.87
C 0.76 -0.96 0.90
C 0.55 -0.03 -1.25
H 0.75 0.03 -0.03
H -0.39 -0.50 1.74
H -0.36 0.61 -0.21
H -0.51 0.54 0.75
H 0.12 -0.02 0.20
H -1.19 0.52 -0.36
H 0.05 -0.07 0.01
H -0.29 -0.08 1.30
H 0.42 -0.13 -1.44
N -0.33 -0.25 0.13
N -0.72 0.37 1.43
O -0.06 -0.16 -0.12
F 0.09 0.09 0.07

Properties
Net charge ... 0
Spin multiplicity ... 1
SMILES ... [H]/N=C\N(CCF)OC


(2)
C12H26GeI2N2S4Ti | ωB97M-V with the def2-TZVPD basis set

Cartesian coordinates (Å):
Ti1 -0.382327 -0.499144 0.045762
C1 1.424650 -3.298088 -0.196724
C2 1.972519 -2.501970 0.977173
N1 1.742330 -1.078213 0.793194
C3 2.792386 -0.423627 0.016668
C4 2.676124 -0.590711 -1.500058
S1 0.994097 -0.231192 -2.107995
C5 0.551975 -1.769490 -2.973043
C6 -0.026818 -2.911169 -2.117417
N2 0.167615 -2.706553 -0.683157
H1 1.272529 -4.345650 0.083662
H2 2.135942 -3.290032 -1.023512
H3 3.044540 -2.717755 1.092787
H4 1.474720 -2.802165 1.895393
H5 1.804024 -0.643186 1.818171
H6 3.784812 -0.786616 0.322674
H7 2.741382 0.640839 0.240461
H8 2.946745 -1.594547 -1.828884
H9 3.336520 0.125875 -1.989993
H10 1.405718 -2.090908 -3.574208
H11 -0.215552 -1.424709 -3.667095
H12 0.423212 -3.864780 -2.422009
H13 -1.092331 -2.979969 -2.310334
H14 -0.606571 -3.121893 -0.170919
I1 -0.007576 1.247813 2.383879
C7 1.615178 0.148294 3.325146
I2 -1.233214 -2.389771 2.442421
H15 1.116230 -0.351636 4.158760
H16 2.240720 0.953146 3.729101
S2 -0.472633 4.497827 -1.705733
C8 0.063021 2.979458 -1.182886
S3 -1.167653 1.788545 -0.834776
S4 1.703121 2.556815 -1.010907
C9 -4.821240 -2.158006 0.589693
Ge1 -3.375853 -2.445440 -0.712489
C10 -4.223992 -2.411708 -2.506193
C11 -2.827452 -4.335620 -0.499973
C12 -2.053973 -1.061235 -0.603988
H17 -5.734123 -2.686329 0.296623
H18 -5.034423 -1.089695 0.662354
H19 -4.494940 -2.504058 1.570644
H20 -4.986168 -3.191172 -2.604263
H21 -3.469284 -2.564976 -3.283330
H22 -4.689900 -1.439577 -2.684884
H23 -3.740578 -4.938357 -0.479475
H24 -2.295692 -4.487795 0.441916
H25 -2.212373 -4.692510 -1.330746
H26 -2.588198 -0.135292 -0.853072

Forces on the atoms, in the same order (eV/Å):
Ti -0.08 0.07 -0.39
C -0.04 0.07 -0.02
C 0.03 -0.04 -0.06
N 0.06 0.11 0.28
C 0.01 0.04 -0.06
C -0.04 -0.02 0.04
S -0.08 0.02 0.01
C 0.00 -0.01 -0.03
C 0.07 0.02 0.03
N -0.03 -0.05 -0.06
H 0.01 -0.05 0.01
H 0.01 0.00 -0.03
H 0.04 -0.01 0.00
H -0.04 0.00 0.03
H -0.01 -0.06 -0.13
H 0.02 -0.05 0.03
H -0.02 -0.03 0.00
H 0.02 -0.01 0.00
H 0.01 0.00 0.02
H 0.04 0.00 0.05
H 0.01 -0.06 -0.05
H -0.02 -0.05 -0.04
H -0.05 0.07 0.03
H 0.03 0.03 0.04
I 0.00 0.20 0.09
C 0.02 -0.02 -0.11
I -0.04 -0.13 0.17
H 0.00 -0.04 0.04
H -0.03 0.01 0.00
S 0.02 -0.06 0.02
C 0.03 0.08 0.00
S 0.01 -0.10 0.05
S -0.05 0.04 -0.03
C -0.05 0.03 0.01
Ge -0.03 -0.03 0.02
C 0.00 0.02 -0.06
C 0.05 -0.04 0.01
C 0.06 -0.05 0.02
H 0.04 0.01 0.01
H -0.02 -0.04 -0.01
H 0.01 0.01 -0.01
H 0.02 0.03 0.01
H -0.04 0.00 0.02
H 0.02 -0.04 0.01
H 0.02 0.01 -0.01
H -0.05 0.01 -0.06
H -0.01 0.01 0.02
H 0.02 0.09 0.06

Properties
Net charge ... -2
Spin multiplicity ... 1


(3)
C7H14N2 | ωB97M-V with the def2-TZVPD basis set

Cartesian coordinates (Å):
C1 0.713483 0.052292 -3.173683
C2 2.090441 1.394485 -1.417892
C3 1.379835 0.219569 -1.924423
C4 1.822711 -0.193397 0.175538
N1 2.103746 1.187063 -0.123697
N2 1.295784 -0.684075 -0.889536
H1 2.387943 2.325710 -1.920579
H2 2.461034 1.692775 0.672505
H3 0.191603 0.863252 -3.410515
H4 0.106684 -0.828604 -3.247677
H5 1.692127 -0.771314 1.049748
H6 1.481573 -0.047679 -3.981068
C5 -1.012053 -0.584420 1.529609
C6 -1.599335 0.644171 1.031526
C7 -2.135504 -1.396435 2.224266
H7 -0.221928 -0.414663 2.194836
H8 -0.597600 -1.312392 0.844733
H9 -0.726606 1.322813 0.967993
H10 -2.041898 0.542066 0.068891
H11 -3.171607 -1.296415 1.973167
H12 -2.040196 -1.248264 3.301546
H13 -2.247091 1.029560 1.889456
H14 -1.933147 -2.496097 2.165255

Forces on the atoms, in the same order (eV/Å):
C 2.86 -3.06 -2.05
C -2.78 -1.54 -3.22
C 2.39 1.88 3.57
C -0.93 2.90 -2.20
N 1.75 -2.92 5.33
N -0.37 -0.78 -2.29
H -0.32 -0.60 0.52
H 0.41 0.73 -0.73
H -2.49 3.36 -1.02
H -0.33 -0.43 0.31
H 0.55 0.55 1.41
H -0.52 -0.04 0.27
C -2.06 -3.61 0.10
C 1.16 2.55 1.27
C 1.68 -2.07 1.62
H 0.95 0.40 1.39
H 0.13 0.55 -0.97
H -0.73 0.42 -0.47
H -0.82 0.14 -0.49
H -0.40 0.67 -0.66
H -0.40 0.33 0.17
H 0.39 -0.12 -1.63
H -0.12 0.67 -0.23

Properties
Net charge ... 0
Spin multiplicity ... 1
SMILES ... Cc1c[nH]cn1.CCC


(4)
C2H34N2O14 | ωB97M-V with the def2-TZVPD basis set

Cartesian coordinates (Å):
C1 -1.335958 3.240335 -0.289217
N1 -1.073788 0.676949 0.903715
C2 -0.118768 1.256720 0.106907
N2 -0.164636 2.392141 -0.464832
H1 -1.103421 4.211132 -0.730267
H2 -1.524972 3.457771 0.767213
H3 -2.228570 2.837250 -0.765349
H4 -2.044224 0.901411 0.723189
H5 -0.957474 -0.318692 1.032318
H6 0.805142 0.694136 0.046468
H7 -3.387962 -1.613914 2.166167
H8 -2.417285 -2.243657 1.094487
O1 -2.507767 -1.983765 2.037364
H9 2.219541 -1.469281 -0.871266
H10 1.700035 -2.450931 0.293342
O2 2.393709 -2.300358 -0.386719
H11 -2.319968 0.482005 -1.812117
H12 -3.842063 0.185339 -1.627930
O3 -3.085582 0.601080 -1.201340
H13 2.804650 2.708634 1.715127
H14 2.660219 1.169689 1.589171
O4 3.085802 1.957591 1.181953
H15 -0.161219 -3.766160 0.739443
H16 0.482480 -3.405724 2.106440
O5 0.297925 -3.065113 1.221503
H17 2.199929 -0.427162 -2.942709
H18 2.071666 0.689075 -1.835450
O6 1.748455 -0.231267 -2.115067
H19 -1.401564 -2.819346 -1.069748
H20 -2.181692 -1.510569 -1.019460
O7 -2.207604 -2.415311 -0.670245
H21 0.162594 -2.655672 -2.571482
H22 1.024304 -3.142971 -1.367383
O8 0.196930 -3.319576 -1.875206
H23 -1.327808 3.127937 -3.531701
H24 -0.173010 2.674645 -2.655307
O9 -0.560698 2.539217 -3.536148
H25 -0.907657 0.752444 -3.322162
H26 -0.050862 -0.184632 -2.410338
O10 -0.953738 -0.058189 -2.778271
H27 1.167420 -0.753666 2.540671
H28 2.481716 -1.075100 1.735874
O11 1.963333 -0.354248 2.106089
H29 0.855976 1.454518 3.607209
H30 -0.439830 1.417858 2.805946
O12 -0.108833 1.504152 3.723665
H31 1.706738 2.574451 -1.378360
H32 2.922560 2.105076 -0.533001
O13 2.587123 2.158246 -1.454509
H33 -0.370760 -0.430336 3.958597
H34 -1.024485 -1.464332 2.947416
O14 -0.221312 -1.259038 3.469493

Forces on the atoms, in the same order (eV/Å):
C 0.36 0.36 0.05
N 0.04 -0.03 0.08
C -0.16 0.14 0.09
N 0.12 0.21 -0.26
H -0.12 -0.04 -0.13
H -0.17 -0.27 0.05
H -0.13 -0.09 0.10
H 0.06 0.16 -0.16
H 0.07 -0.03 0.15
H -0.01 -0.14 -0.07
H 0.11 -0.13 -0.15
H -0.15 0.08 -0.01
O 0.06 0.08 0.09
H -0.15 -0.14 0.23
H 0.25 0.31 -0.44
O -0.07 -0.25 0.28
H -0.17 -0.16 0.11
H 0.07 0.06 -0.05
O 0.00 -0.06 -0.07
H 0.07 0.00 -0.09
H 0.13 0.14 -0.12
O -0.07 -0.10 0.38
H 0.07 0.08 0.14
H -0.17 0.05 -0.05
O -0.02 -0.13 0.08
H 0.06 0.05 0.01
H 0.11 -0.30 -0.30
O 0.02 0.24 0.14
H -0.30 0.04 0.18
H -0.21 -0.06 0.10
O 0.48 0.08 -0.28
H 0.12 0.02 -0.05
H -0.22 0.09 -0.49
O 0.08 -0.09 0.37
H 0.13 -0.12 -0.15
H 0.01 -0.16 0.05
O -0.17 0.39 0.10
H 0.24 -0.11 0.17
H -0.23 0.29 -0.28
O -0.02 -0.33 0.07
H 0.16 0.02 -0.04
H 0.07 -0.08 -0.06
O -0.23 0.00 0.12
H -0.39 0.03 0.18
H -0.01 -0.02 0.33
O 0.40 0.11 -0.47
H 0.20 -0.04 0.37
H -0.19 0.14 0.00
O -0.16 -0.05 -0.31
H -0.14 -0.15 -0.25
H 0.00 0.06 0.30
O 0.16 -0.16 -0.02

Properties
Net charge ... 0
Spin multiplicity ... 1


ΔE to the lowest compared entry with this formula, charge and spin in eV, matching the order above: 1.7780, 0.0000, 2.1507, 0.0000
Gap between HOMO and LUMO in Ha, matching the order above: 0.3785, 0.1910, 0.3253, 0.3688
Electronic energy in Eh, matching the order above: -442.33701, -5696.88642, -384.55285, -1259.56087